# 1
A structure of composition C28H28BF5N2O8RuSTe. Source: the Open Molecules 2025 dataset; level of theory: ωB97M-V/def2-TZVPD.

Each line ends with the Mulliken spin population.
Geometry (Å):
Ru1 0.0550 -0.6974 -0.1206  3.954
C1 0.0722 0.9934 -3.0932  0.003
O1 -0.2747 0.9314 -1.7194  0.084
C2 -0.8400 2.0266 -1.1521  -0.050
C3 -1.1715 3.1736 -1.8544  0.000
C4 -1.7857 4.2426 -1.2154  -0.007
C5 -2.0650 4.1754 0.1389  0.002
C6 -1.7204 3.0525 0.8587  0.015
C7 -1.0971 1.9560 0.2407  0.048
N1 -0.7193 0.8463 0.9430  0.058
N2 -1.0605 0.8069 2.1941  0.063
C8 -0.8179 -0.1106 3.1029  0.005
C9 -0.1207 -1.3550 2.8331  0.096
O2 0.3441 -1.6227 1.6709  0.225
C10 0.0328 -2.2842 3.8817  0.017
C11 -0.4123 -2.0353 5.1525  0.026
C12 -1.0932 -0.8371 5.4603  0.003
C13 -1.5554 -0.5626 6.7618  -0.004
C14 -2.2211 0.6030 7.0474  0.009
C15 -2.4516 1.5400 6.0358  -0.001
C16 -1.9991 1.3028 4.7585  0.015
C17 -1.3156 0.1216 4.4349  -0.020
H1 0.7995 1.7950 -3.2619  0.002
H2 -0.8196 1.1356 -3.7135  0.001
H3 0.5194 0.0314 -3.3284  0.004
H4 -0.9508 3.2387 -2.9068  0.000
H5 -2.0444 5.1214 -1.7850  -0.001
H6 -2.5507 5.0011 0.6351  0.000
H7 -1.9136 2.9903 1.9147  0.004
H8 0.5561 -3.1973 3.6441  0.001
H9 -0.2543 -2.7672 5.9318  0.001
H10 -1.3695 -1.2904 7.5412  0.001
H11 -2.5651 0.8022 8.0540  0.001
H12 -2.9877 2.4512 6.2633  0.000
H13 -2.1629 2.0274 3.9766  0.005
C18 7.1465 -0.5917 6.1139  0.000
C19 6.3835 -1.4292 5.0838  0.000
C20 7.3816 -1.8415 3.9909  0.000
C21 5.8294 -2.6764 5.7845  0.000
C22 5.2527 -0.6551 4.4229  -0.001
C23 4.9068 0.6439 4.7820  0.001
C24 4.0071 1.4120 4.0486  -0.002
C25 3.4460 0.8380 2.9332  -0.006
O3 2.6789 1.3948 1.9332  0.009
B1 2.6067 0.4072 0.9672  0.051
O4 3.1337 -0.7914 1.4318  -0.010
C26 3.7294 -0.4954 2.6142  0.014
C27 4.6073 -1.2570 3.3421  -0.003
H14 7.9714 -1.1804 6.5124  0.000
H15 6.5052 -0.3058 6.9439  0.000
H16 7.5557 0.3076 5.6583  0.000
H17 8.2363 -2.3474 4.4342  0.000
H18 7.7348 -0.9644 3.4550  0.000
H19 6.9365 -2.5116 3.2646  0.000
H20 6.6381 -3.2427 6.2445  0.000
H21 5.3145 -3.3242 5.0814  0.000
H22 5.1275 -2.3819 6.5616  0.000
H23 5.3644 1.1028 5.6450  0.000
H24 3.8142 2.4392 4.3098  0.000
H25 4.8358 -2.2533 3.0038  0.000
F1 4.5408 -2.6004 0.0696  0.001
Te1 3.4328 -0.9794 -1.0132  -0.009
F2 3.9447 0.4873 -2.3830  0.002
F3 1.8589 -2.2526 -0.3679  0.074
F4 2.0104 -1.0574 -2.5146  0.012
F5 4.9590 0.0923 -0.1271  0.002
O5 2.2750 0.4680 -0.3219  0.058
C28 -0.8628 -3.9507 -0.5408  -0.012
S1 -1.7265 -2.5199 -1.2206  0.013
O6 -2.8419 -3.0173 -1.9878  0.014
O7 -2.1412 -1.6941 -0.0608  0.120
O8 -0.7429 -1.7705 -2.0243  0.104
H26 -1.6017 -4.5956 -0.0861  0.000
H27 -0.1538 -3.5920 0.1974  0.004
H28 -0.3635 -4.4384 -1.3670  0.001

Forces on the atoms, in the same order (eV/Å):
1.71 -2.52 -3.17
0.29 -0.28 -1.03
-0.33 0.44 0.66
-0.19 0.19 0.86
-0.04 0.10 -0.08
0.09 -0.25 0.01
-0.05 0.11 -0.08
0.28 -0.46 -0.30
-0.92 2.37 -0.84
0.18 -1.01 2.52
-0.49 1.46 -0.73
0.78 -1.38 -0.69
-0.28 0.92 -0.73
-0.26 -0.16 1.58
0.11 -0.64 1.19
0.44 -0.40 -1.26
-0.50 1.06 -0.04
0.05 -0.05 -0.10
-0.03 -0.02 0.14
0.08 -0.14 -0.10
-0.09 0.07 0.06
-0.11 0.10 0.77
-0.08 -0.18 0.11
-0.01 0.08 0.25
0.14 0.13 0.10
0.00 -0.02 -0.06
-0.01 0.09 -0.06
-0.03 0.09 0.06
-0.02 0.03 0.10
0.06 -0.10 -0.03
0.04 -0.06 0.06
0.00 -0.04 0.03
0.00 -0.03 0.00
0.01 0.05 -0.03
-0.03 0.04 -0.01
-0.17 -0.13 -0.15
0.18 -0.06 0.15
-0.07 0.01 0.15
0.10 0.19 -0.08
-0.08 0.04 0.09
0.14 -0.14 0.15
-0.34 0.14 -0.34
0.31 -0.63 0.13
-0.28 0.47 0.15
0.90 0.68 1.46
-0.68 -0.25 0.80
0.30 0.59 0.25
-0.25 0.07 -0.32
0.08 -0.03 0.05
-0.07 0.08 0.15
0.05 0.10 -0.01
0.15 -0.08 0.10
0.07 0.10 -0.08
-0.07 -0.10 -0.14
0.09 -0.09 0.05
-0.09 -0.10 -0.09
-0.12 -0.02 0.12
0.11 0.04 0.01
-0.07 0.15 0.04
0.05 -0.12 -0.15
-0.16 0.16 -0.20
4.01 -0.95 -3.60
-0.16 -0.54 0.48
-1.56 0.68 0.65
-0.48 0.04 0.20
-0.86 -0.06 0.17
-1.85 0.47 0.39
-0.30 0.84 -0.21
-1.54 -1.95 -0.79
0.32 0.13 0.18
0.85 0.49 0.40
0.52 0.43 0.74
-0.20 -0.08 0.06
0.25 -0.11 -0.01
0.15 -0.07 -0.08

Output
strongest force on any atom = 5.47 eV Å⁻¹
LUMO (spin up / spin down) = 0.23 / -0.55 eV
total charge = -1
multiplicity = 6



# 2
A structure of composition C28H28BrN6O3RuS3. Source: the Open Molecules 2025 dataset; level of theory: ωB97M-V/def2-TZVPD.

Each line ends with the Mulliken spin population.
Geometry (Å):
Ru1 -0.0954 0.4686 0.7194  0.975
C1 -2.0720 2.3799 2.2118  0.009
N1 -2.0096 1.4603 1.0517  -0.038
C2 -2.5423 2.1959 -0.1203  0.018
C3 -2.9205 0.3246 1.3613  0.000
C4 -2.7558 -0.6935 0.2767  -0.028
C5 -3.7850 -1.4691 -0.2208  -0.007
C6 -3.5350 -2.3642 -1.2555  0.013
C7 -2.2555 -2.4421 -1.7805  -0.009
C8 -1.2287 -1.6509 -1.2706  0.024
C9 -1.4461 -0.7656 -0.2186  -0.029
H1 -3.1088 2.7021 2.3513  0.004
H2 -1.4513 3.2506 2.0510  -0.002
H3 -1.7408 1.8546 3.1011  0.000
H4 -3.5880 2.4567 0.0686  0.001
H5 -2.4805 1.5770 -1.0124  0.001
H6 -1.9774 3.1139 -0.2554  -0.002
H7 -3.9428 0.7056 1.4563  0.001
H8 -2.6000 -0.0786 2.3243  0.001
H9 -4.7828 -1.3755 0.1929  0.000
H10 -4.3294 -2.9829 -1.6509  0.001
H11 -2.0458 -3.1250 -2.5950  -0.001
H12 -0.2406 -1.7771 -1.7038  0.000
O1 -0.2316 0.0138 2.8041  -0.006
N2 0.4722 0.8557 3.5818  -0.003
C10 -0.0560 1.0953 4.8019  0.000
C11 0.5610 1.9106 5.7077  0.002
C12 1.7697 2.5078 5.3424  0.001
C13 2.2984 2.2473 4.1075  -0.006
C14 1.6589 1.4035 3.1841  -0.002
S1 2.3210 1.0246 1.6534  0.088
H13 -0.9876 0.5791 4.9779  0.000
H14 0.0994 2.0841 6.6676  0.000
H15 2.2837 3.1726 6.0225  0.000
H16 3.2310 2.6930 3.7946  -0.001
N3 5.4592 6.8149 -1.4451  0.000
C15 4.2728 6.2966 -0.9515  0.001
C16 3.0504 6.8941 -1.2654  -0.001
C17 1.8719 6.3948 -0.7404  0.001
C18 1.9023 5.3024 0.1084  0.003
C19 3.1118 4.6991 0.4340  -0.007
C20 4.2879 5.1906 -0.0924  0.000
S2 0.4159 4.6253 0.7729  0.012
O2 -0.6888 5.2960 0.1241  0.003
O3 0.4822 4.6756 2.2111  0.000
N4 0.4594 3.0573 0.4001  0.026
C21 0.4845 2.6738 -0.8752  -0.031
S3 0.7660 3.5815 -2.3317  -0.001
C22 0.5469 2.1427 -3.2697  0.000
C23 0.2857 1.0923 -2.4681  -0.002
N5 0.2583 1.3830 -1.1283  -0.014
H17 5.3890 7.3819 -2.2733  0.000
H18 6.2499 6.1929 -1.4510  0.000
H19 3.0272 7.7538 -1.9240  0.000
H20 0.9196 6.8438 -0.9896  0.000
H21 3.1184 3.8238 1.0744  0.004
H22 5.2310 4.7184 0.1554  0.000
H23 0.6127 2.1526 -4.3434  0.000
H24 0.0895 0.0873 -2.8055  -0.001
Br1 -0.4874 -2.9370 2.0013  0.001
C24 0.9412 -2.5700 0.8332  -0.010
C25 1.7260 -3.6568 0.4580  0.000
C26 2.7422 -3.4639 -0.4517  -0.001
C27 2.9472 -2.1854 -0.9563  0.002
C28 2.1338 -1.1689 -0.5158  0.000
N6 1.1334 -1.3429 0.3681  0.008
H25 1.5121 -4.6281 0.8763  0.000
H26 3.3574 -4.2955 -0.7671  0.000
H27 3.7273 -1.9712 -1.6719  0.001
H28 2.2720 -0.1555 -0.8685  -0.002

Forces on the atoms, in the same order (eV/Å):
0.33 -0.46 -0.05
0.01 -0.09 -0.04
-0.16 0.31 0.19
0.05 -0.04 0.00
0.09 -0.06 -0.12
0.18 0.29 0.11
-0.04 -0.06 -0.07
0.05 0.03 0.04
-0.04 0.00 0.01
0.14 -0.03 -0.04
-0.31 -0.01 0.18
-0.01 0.00 0.01
0.08 0.02 0.00
-0.04 0.02 -0.03
-0.02 0.00 0.00
0.00 0.01 0.03
0.00 -0.01 -0.02
-0.04 -0.06 -0.01
-0.02 -0.03 -0.01
-0.02 0.00 0.00
-0.01 0.00 0.00
0.00 0.00 0.00
-0.04 0.04 0.03
0.12 -0.05 -0.23
0.17 0.10 0.01
0.01 -0.03 0.06
-0.05 -0.03 -0.04
0.01 -0.01 -0.01
0.07 0.08 0.04
-0.16 -0.27 -0.06
-0.38 0.10 0.24
0.00 0.01 0.01
0.00 -0.01 0.01
0.00 0.01 0.01
-0.01 0.01 -0.02
0.05 0.05 0.00
-0.05 -0.04 0.02
0.03 -0.01 0.02
-0.04 0.08 0.00
0.00 -0.07 0.08
0.03 -0.05 -0.02
-0.02 0.03 -0.02
0.11 -0.21 0.17
0.03 0.03 -0.06
0.02 0.06 0.01
-0.20 0.47 -0.42
0.00 -0.12 0.11
-0.01 0.03 -0.07
0.00 -0.05 -0.01
0.01 0.04 -0.09
0.00 -0.14 0.13
0.00 -0.02 0.00
-0.02 0.00 -0.01
0.01 0.01 -0.01
-0.01 -0.01 -0.01
0.00 0.01 0.00
0.02 0.00 0.00
0.00 0.01 -0.02
-0.01 -0.01 0.04
0.06 0.03 0.04
-0.08 -0.03 -0.02
0.03 0.00 0.01
-0.03 0.06 -0.01
0.01 -0.07 0.02
0.05 0.10 0.02
0.04 0.08 -0.14
0.01 -0.01 0.01
0.02 -0.01 0.00
0.00 -0.01 -0.01
-0.03 -0.03 0.00

Output
strongest force on any atom = 0.66 eV Å⁻¹
LUMO (spin up / spin down) = 0.27 / -0.17 eV
total charge = 0
multiplicity = 2



# 3
A structure of composition C28H28F6IrN6O4PS3Sb. Source: the Open Molecules 2025 dataset; level of theory: ωB97M-V/def2-TZVPD.

Each line ends with the Mulliken spin population.
Geometry (Å):
Ir1 -1.5463 -0.9147 -1.4753  1.762
O1 2.7944 -3.9924 -0.3410  0.011
C1 3.2935 -2.8565 -0.8298  0.052
C2 4.6878 -2.7549 -0.8781  -0.016
C3 5.2866 -1.6151 -1.3556  0.028
C4 4.5240 -0.5271 -1.8097  0.002
C5 3.1594 -0.6162 -1.7768  0.001
C6 2.5094 -1.7726 -1.2888  0.004
C7 1.0720 -1.7831 -1.2772  -0.020
O2 0.4221 -0.7693 -1.7466  0.074
N1 0.4130 -2.8440 -0.7545  0.303
N2 -0.9013 -2.6645 -0.7860  0.153
C8 -1.6714 -3.5589 -0.1788  -0.027
C9 -3.0632 -3.5162 -0.1888  0.100
C10 -3.7458 -4.5419 0.5414  -0.034
C11 -5.0975 -4.6411 0.5126  0.078
C12 -5.8467 -3.7285 -0.2743  0.073
C13 -5.2458 -2.7385 -1.0035  0.004
C14 -3.8563 -2.5716 -0.9523  0.145
O3 -3.3677 -1.5692 -1.6336  0.168
H1 1.8176 -3.9446 -0.3298  0.003
H2 5.2685 -3.5960 -0.5287  0.000
H3 6.3665 -1.5608 -1.3855  0.001
H4 5.0092 0.3614 -2.1881  0.002
H5 2.5449 0.1980 -2.1304  0.004
H6 -1.1581 -4.3642 0.3369  -0.004
H7 -3.1530 -5.2393 1.1179  -0.002
H8 -5.6063 -5.4089 1.0751  0.003
H9 -6.9252 -3.8068 -0.2881  0.001
H10 -5.8168 -2.0225 -1.5751  0.002
C15 -2.9780 -0.7080 2.9064  0.006
P1 -1.7439 0.2139 1.9950  0.018
C16 -2.2987 1.9097 1.8718  -0.011
C17 -0.2555 0.2360 2.9989  0.012
O4 -1.4107 -0.4725 0.6707  0.070
H11 -3.0863 -0.2854 3.9048  0.001
H12 -2.6534 -1.7457 2.9892  -0.001
H13 -3.9376 -0.6559 2.3925  0.000
H14 -2.2550 2.3553 2.8655  0.000
H15 -3.3215 1.9671 1.5054  0.001
H16 -1.6318 2.4644 1.2124  0.000
H17 -0.4717 0.6021 4.0011  0.002
H18 0.4777 0.8863 2.5218  -0.003
H19 0.1494 -0.7736 3.0613  0.001
N3 -3.1922 1.5421 -1.7211  -0.009
C18 -3.3262 2.7398 -2.2883  0.018
C19 -2.2869 2.8945 -3.1892  -0.003
C20 -1.5535 1.7186 -3.0973  0.011
N4 -2.1200 0.8972 -2.2107  0.000
H20 -3.7902 1.1073 -1.0220  -0.005
H21 -4.1431 3.3817 -2.0096  0.001
H22 -2.0921 3.7398 -3.8209  0.000
H23 -0.6604 1.4165 -3.6153  0.000
S1 5.6420 3.3373 -2.7786  0.242
C21 4.3947 3.1383 -1.7548  -0.063
S2 2.7258 3.1255 -2.2342  -0.045
C22 2.2378 2.6347 -0.6297  -0.065
N5 3.2818 2.5671 0.2078  0.302
N6 4.4213 2.8486 -0.3871  0.139
C23 5.6018 2.7677 0.4296  -0.006
C24 6.6419 3.6708 0.2741  0.022
C25 7.7508 3.5588 1.0991  -0.012
C26 7.8167 2.5634 2.0611  0.022
C27 6.7595 1.6753 2.2120  -0.011
C28 5.6455 1.7734 1.3984  0.027
S3 0.6928 2.2310 -0.2068  0.452
H24 6.5878 4.4625 -0.4547  -0.003
H25 8.5632 4.2624 0.9871  0.000
H26 8.6868 2.4822 2.6968  0.001
H27 6.8013 0.9016 2.9650  0.000
H28 4.8171 1.0886 1.5045  0.000
F1 -4.3513 0.0432 0.4290  0.020
Sb1 -6.1787 0.7077 0.6051  0.000
F2 -5.7476 1.1098 2.3932  0.000
F3 -6.7059 -1.0311 1.1097  -0.001
F4 -7.9150 1.3706 0.7081  0.000
F5 -6.3362 0.2704 -1.2316  0.000
F6 -5.4199 2.3691 0.0670  0.000

Forces on the atoms, in the same order (eV/Å):
0.03 -0.33 0.24
-0.14 -0.01 0.02
0.02 -0.02 0.04
-0.03 0.02 0.01
0.00 0.00 0.00
-0.08 -0.03 0.03
0.04 -0.01 -0.02
-0.01 0.03 -0.04
0.04 0.00 0.14
-0.02 0.14 -0.16
-0.03 -0.01 0.02
0.18 0.12 0.05
0.00 -0.06 -0.06
-0.04 -0.03 0.02
-0.06 0.04 -0.03
0.11 0.00 0.01
-0.01 0.09 -0.05
0.00 -0.05 0.11
-0.02 -0.03 -0.02
-0.12 0.14 -0.14
0.15 -0.02 -0.02
0.01 -0.03 0.01
0.03 0.01 0.01
0.03 0.01 -0.03
-0.02 0.03 -0.02
-0.01 -0.01 -0.03
0.03 -0.02 0.00
-0.02 -0.03 0.02
-0.02 0.00 0.00
-0.02 0.03 -0.02
-0.03 -0.02 -0.01
-0.11 -0.08 0.16
0.01 -0.01 -0.09
0.00 0.00 -0.13
0.02 0.08 -0.10
-0.01 0.01 0.04
0.02 -0.02 0.03
0.17 -0.05 0.13
-0.02 0.03 0.04
0.01 -0.02 -0.01
-0.01 0.02 0.02
-0.02 0.02 0.03
0.03 0.01 0.00
-0.01 -0.02 0.02
-0.08 0.04 -0.02
0.01 0.01 -0.01
0.00 -0.04 0.03
0.00 -0.02 -0.06
0.00 0.08 0.19
0.03 -0.08 0.02
-0.05 0.02 0.01
0.01 0.04 -0.03
0.06 -0.01 -0.01
0.08 0.04 0.03
-0.01 -0.15 -0.07
-0.07 0.05 -0.03
0.01 -0.06 -0.06
-0.09 -0.01 0.10
0.02 0.13 0.03
0.08 -0.06 -0.04
-0.04 0.04 0.09
-0.01 0.01 -0.02
-0.06 -0.03 -0.01
0.04 0.03 0.00
0.04 -0.05 -0.07
-0.01 0.04 0.02
-0.02 0.01 -0.04
0.02 0.02 0.01
0.02 0.00 0.02
0.01 -0.03 0.03
-0.03 -0.01 -0.01
-0.09 0.05 -0.20
-0.09 -0.01 -0.07
0.03 0.01 0.00
0.07 -0.01 -0.06
0.04 0.06 0.01
-0.03 -0.03 0.06
0.02 -0.01 -0.01

Output
strongest force on any atom = 0.41 eV Å⁻¹
LUMO (spin up / spin down) = -4.12 / -6.56 eV
total charge = +1
multiplicity = 5